(1)
DFT (ωB97M-V/def2-TZVPD) results for a gas-phase ion, C8H14N (charge +1) at a distorted geometry.

XYZ file:
```
23
Properties=species:S:1:pos:R:3:mulliken_charge:R:1
C 3.87 0.66 0.47 -1.01
C 2.81 0.00 -0.37 0.19
C 2.15 -1.05 0.01 -0.41
C 0.84 -1.13 0.05 -0.15
C -0.02 -0.36 0.61 -0.15
N -1.36 -0.10 0.00 0.36
C -2.39 -0.94 0.71 -0.89
C -1.47 -0.53 -1.45 -1.11
C -1.69 1.29 0.02 -0.80
H 4.29 1.51 -0.11 0.32
H 4.68 -0.05 0.68 0.30
H 3.53 0.97 1.46 0.32
H 3.07 0.10 -1.50 0.26
H -0.12 -0.09 1.72 0.38
H -2.51 -0.68 1.78 0.42
H -3.37 -0.98 0.16 0.38
H -2.14 -2.03 1.02 0.33
H -2.44 -0.16 -1.79 0.51
H -0.68 0.01 -1.99 0.38
H -1.57 -1.67 -1.48 0.36
H -2.79 1.41 0.08 0.37
H -1.30 1.90 0.83 0.32
H -1.40 1.94 -0.92 0.32
```

Summary:
ΔE to the lowest compared entry with this formula, charge and spin, kcal/mol: 104.05
Highest occupied orbital energy, eV: -13.0
Total charge: +1
Total energy, Eh: -367.5141
SMILES string: CC=C=C=C[N+](C)(C)C
2S+1: 1


(2)
DFT (ωB97M-V/def2-TZVPD) results for 3 unconnected molecules or ions with the total composition C8H14N2O2S at a distorted geometry.

XYZ file:
```
27
Properties=species:S:1:pos:R:3:mulliken_charge:R:1
O -2.81 -0.22 4.32 -0.63
S -3.10 -0.33 2.86 1.02
O -4.36 0.03 2.19 -0.62
C -1.64 0.23 1.80 -0.58
C -1.13 -1.11 1.13 -0.74
C -2.32 -2.07 1.09 -0.65
C -2.86 -2.08 2.49 -0.61
H -0.90 0.86 2.30 0.41
H -1.92 0.88 0.97 0.32
H -0.71 -1.05 0.13 0.36
H -0.37 -1.65 1.68 0.31
H -2.03 -3.02 0.64 0.36
H -2.96 -1.70 0.28 0.33
H -2.02 -2.45 3.06 0.30
H -3.74 -2.64 2.80 0.42
C 0.10 7.57 0.10 -0.76
C 0.90 6.31 0.20 0.33
N 1.54 5.33 0.18 -0.35
H -0.94 7.35 -0.13 0.25
H 0.44 8.32 -0.61 0.26
H -0.02 8.08 1.06 0.26
C 5.38 -4.74 -5.13 -0.68
C 4.80 -3.96 -4.00 0.20
N 4.40 -3.38 -3.13 -0.30
H 4.77 -5.65 -5.14 0.25
H 6.47 -4.72 -5.12 0.28
H 5.05 -4.20 -6.02 0.25
```

Summary:
ΔE to the lowest compared entry with this formula, charge and spin, kcal/mol: 77.47
Highest occupied orbital energy, eV: -10.2
Total charge: 0
Total energy, Eh: -971.3232
SMILES string: O=S1(=O)CCCC1.CC#N.CC#N
2S+1: 1


(3)
DFT (ωB97M-V/def2-TZVPD) results for C8H14N2O5 in the gas phase at a distorted geometry.

XYZ file:
```
29
Properties=species:S:1:pos:R:3:mulliken_charge:R:1
C 0.51 1.68 -3.63 -1.45
C 1.68 1.09 -2.83 0.61
N 1.93 -0.31 -3.22 -0.71
C 1.37 1.19 -1.27 0.33
O 1.30 2.28 -0.71 -0.68
N 1.21 -0.01 -0.69 -0.29
C 0.55 -0.12 0.60 -0.07
C -0.92 -0.51 0.58 -0.70
C -1.70 -0.17 1.82 -0.75
C -3.16 -0.49 1.59 0.70
O -3.63 -0.68 0.51 -0.55
O -3.95 -0.45 2.63 -0.49
C 1.27 -0.98 1.57 0.34
O 0.77 -1.51 2.52 -0.55
O 2.58 -1.16 1.34 -0.55
H 0.19 2.67 -3.30 0.36
H 0.79 1.75 -4.70 0.36
H -0.36 1.00 -3.58 0.39
H 2.60 1.72 -2.96 0.24
H 1.80 -0.38 -4.21 0.23
H 2.91 -0.54 -3.06 0.21
H 0.97 -0.73 -1.44 0.36
H 0.57 0.93 0.94 0.43
H -0.90 -1.58 0.34 0.36
H -1.44 0.01 -0.28 0.33
H -1.56 0.90 2.09 0.35
H -1.30 -0.82 2.63 0.46
H -3.42 -0.16 3.39 0.36
H 2.88 -0.54 0.63 0.36
```

Summary:
ΔE to the lowest compared entry with this formula, charge and spin, kcal/mol: 16.19
Highest occupied orbital energy, eV: -10.0
Total charge: 0
Total energy, Eh: -799.0000
SMILES string: C[C@H](N)C(=O)N[C@@H](CCC(=O)O)C(=O)O
2S+1: 1


(4)
DFT (ωB97M-V/def2-TZVPD) results for a gas-phase ion, C8H14N2P (charge +1) at a distorted geometry.

XYZ file:
```
25
Properties=species:S:1:pos:R:3:mulliken_charge:R:1
C 1.34 0.96 -0.96 -1.44
C 0.80 -0.25 -0.82 0.67
C 0.19 -1.13 -1.86 -0.41
C -1.12 -1.20 -2.15 -0.52
C -2.22 -0.43 -1.60 -0.07
N -2.07 0.43 -0.64 -0.10
C -1.66 1.19 0.34 0.73
C -1.79 0.93 1.77 -1.12
N -0.98 2.35 -0.02 -0.36
P 0.83 -1.02 0.92 -0.02
C 2.56 -0.56 1.18 -1.07
H 1.83 1.43 -0.18 0.41
H 1.34 1.44 -1.90 0.48
H 1.03 -1.62 -2.38 0.43
H -1.55 -1.81 -2.86 0.45
H -3.23 -0.45 -2.01 0.43
H -1.58 1.84 2.29 0.41
H -1.15 0.03 2.18 0.12
H -2.82 0.80 2.19 0.35
H -0.48 2.47 -0.91 0.28
H -0.81 3.05 0.66 0.18
H 0.92 -2.34 0.35 0.07
H 3.15 -1.39 1.64 0.35
H 2.70 0.32 1.74 0.35
H 3.08 -0.36 0.19 0.40
```

Summary:
ΔE to the lowest compared entry with this formula, charge and spin, kcal/mol: 31.31
Highest occupied orbital energy, eV: -12.6
Total charge: +1
Total energy, Eh: -763.7459
SMILES string: C=C(/C=C\C=N/C(C)=[NH2+])PC
2S+1: 1


(5)
DFT (ωB97M-V/def2-TZVPD) results for C8H14N2S in the gas phase at a distorted geometry.

XYZ file:
```
25
Properties=species:S:1:pos:R:3:mulliken_charge:R:1
C -2.81 -1.84 1.42 -1.13
C -1.44 -1.32 1.13 0.61
N -1.02 -0.21 1.52 -0.84
N 0.15 0.23 1.15 0.38
C 0.52 1.59 0.94 -0.71
C 0.00 2.06 -0.46 -0.61
C 0.62 1.41 -1.73 -0.68
C 0.36 -0.09 -1.53 -0.87
C 0.75 -0.77 -0.22 0.81
C 2.22 -1.02 0.07 -1.38
S -0.34 -2.15 -0.07 -0.29
H -3.40 -1.64 0.59 0.29
H -3.28 -1.21 2.26 0.30
H -2.98 -2.85 1.71 0.35
H 1.55 1.70 0.85 0.23
H -0.01 2.01 1.76 0.47
H 0.20 3.10 -0.63 0.40
H -1.10 1.94 -0.48 0.34
H 0.09 1.76 -2.70 0.28
H 1.64 1.68 -1.83 0.36
H -0.71 -0.33 -1.82 0.36
H 0.99 -0.69 -2.37 0.28
H 2.38 -1.68 0.91 0.40
H 2.85 -0.15 0.29 0.28
H 2.76 -1.51 -0.77 0.36
```

Summary:
ΔE to the lowest compared entry with this formula, charge and spin, kcal/mol: 68.24
Highest occupied orbital energy, eV: -7.5
Total charge: 0
Total energy, Eh: -820.8296
SMILES string: CC1=NN2CCCC[C@]2(C)S1
2S+1: 1


(6)
DFT (ωB97M-V/def2-TZVPD) results for a gas-phase ion, C8H14N3 (charge +1) at a distorted geometry.

XYZ file:
```
25
Properties=species:S:1:pos:R:3:mulliken_charge:R:1
C -2.85 -1.08 1.07 -1.58
C -1.58 -0.57 0.44 0.73
C -1.47 0.44 -0.46 -0.56
N -0.27 0.96 -0.89 0.52
N 0.02 1.22 -2.22 -0.77
C 1.23 1.06 -2.47 -0.28
C 2.08 0.68 -1.23 -0.86
C 0.98 0.63 -0.17 0.68
C 1.22 1.25 1.20 -1.49
N 0.77 -1.01 0.04 -0.35
C -0.44 -1.45 0.78 -0.79
H -3.57 -1.61 0.43 0.32
H -3.53 -0.26 1.21 0.40
H -2.57 -1.59 1.98 0.40
H -2.26 1.03 -0.87 0.48
H 1.45 1.19 -3.45 0.59
H 2.59 -0.27 -1.20 0.38
H 2.86 1.44 -0.95 0.36
H 0.22 1.33 1.65 0.42
H 1.35 2.33 1.14 0.44
H 2.09 0.89 1.80 0.32
H 1.51 -1.34 0.59 0.31
H 0.87 -1.33 -0.99 0.45
H -0.09 -1.40 1.85 0.40
H -0.61 -2.54 0.72 0.48
```

Summary:
ΔE to the lowest compared entry with this formula, charge and spin, kcal/mol: 84.07
Highest occupied orbital energy, eV: -12.1
Total charge: +1
Total energy, Eh: -477.1629
SMILES string: CC1=CN2N=CC[C@]2(C)[NH2+]C1
2S+1: 1


(7)
DFT (ωB97M-V/def2-TZVPD) results for a gas-phase ion, C8H14N3O2S (charge +1) at a distorted geometry.

XYZ file:
```
28
Properties=species:S:1:pos:R:3:mulliken_charge:R:1
C -2.10 -1.35 1.10 -0.17
C 0.03 -0.90 0.71 -0.69
C -0.54 0.12 1.37 0.29
C 0.27 0.67 -1.21 0.82
C -0.87 -2.83 -0.25 -0.83
C 2.17 -0.58 -1.65 -0.67
C 2.02 1.66 1.55 -0.62
C -0.20 2.05 -0.58 -0.40
N -1.82 -0.09 1.67 0.00
N -0.99 -1.77 0.59 0.38
N -1.51 2.12 -0.61 -0.34
O -0.59 -0.10 -1.62 -0.64
O 1.57 0.62 -1.23 -0.34
S 0.19 1.68 1.44 -0.04
H -3.11 -1.75 1.29 0.39
H -1.36 -3.86 0.18 0.29
H -1.53 -2.81 -1.19 0.32
H 0.20 -2.98 -0.51 0.31
H 2.96 -0.42 -2.36 0.32
H 1.42 -1.19 -2.11 0.30
H 2.63 -1.07 -0.73 0.25
H 2.38 1.16 2.52 0.37
H 2.28 2.74 1.44 0.39
H 2.46 1.13 0.68 0.13
H 0.44 2.95 -0.66 0.59
H -2.55 0.45 2.01 0.17
H -1.93 2.95 -0.65 0.18
H -1.92 1.37 -1.19 0.25
```

Summary:
ΔE to the lowest compared entry with this formula, charge and spin, kcal/mol: 50.00
Highest occupied orbital energy, eV: -12.0
Total charge: +1
Total energy, Eh: -1025.7868
2S+1: 1


(8)
DFT (ωB97M-V/def2-TZVPD) results for 2 unconnected molecules or ions with the total composition C8H14N3O4 at a distorted geometry.

XYZ file:
```
29
Properties=species:S:1:pos:R:3:mulliken_charge:R:1
C -0.27 0.56 1.80 0.64
C -0.34 0.47 3.18 0.16
C 1.48 -1.13 -3.74 0.60
C 0.04 0.62 -1.07 0.04
C -1.10 1.22 4.20 -1.21
C 2.39 -2.12 -3.15 -1.19
C -2.40 0.28 -1.06 -0.99
C -1.17 1.40 0.91 -0.91
N 0.51 -0.44 1.34 -0.30
N 0.50 -0.54 3.49 0.84
N -1.15 0.68 -0.43 0.08
O 0.77 -0.90 4.61 -0.73
O 0.95 -1.15 2.39 -0.22
O 2.01 -0.08 -4.35 -0.33
O 0.21 0.04 -2.12 -0.65
H -0.25 1.63 4.87 0.33
H -1.70 2.02 3.71 0.30
H -1.67 0.54 4.91 0.33
H 1.87 -2.86 -2.61 0.35
H 2.95 -2.70 -3.91 0.41
H 3.26 -1.83 -2.45 0.37
H -2.95 1.18 -1.27 0.40
H -2.14 -0.18 -2.06 0.28
H -3.03 -0.54 -0.55 0.28
H -2.16 1.56 1.20 0.54
H -0.83 2.39 0.78 0.32
H 0.84 1.12 -0.61 0.48
H 2.95 0.03 -4.07 0.40
H 0.42 -1.23 -3.93 0.35
```

Summary:
ΔE to the lowest compared entry with this formula, charge and spin, kcal/mol: 157.12
Highest occupied orbital energy, eV: -11.5
Total charge: +1
Total energy, Eh: -777.9967
2S+1: 1